Molecular formula: C24H28GeIPd
Method: DFT, ωB97M-V/def2-TZVPD

The geometry in ORCA input format:
```
! RIJCOSX wB97M-V def2-TZVPD def2/J DEFGRID3
* xyz -1 5
Pd -0.96058 0.31285 0.68796
I -3.67735 -0.22509 0.58573
C -0.61551 -1.58234 1.61212
C -0.57781 -2.94795 1.65879
C -0.25860 -3.59623 2.87266
C 0.00935 -2.89822 4.01858
C -0.04483 -1.48847 4.02689
C 0.18217 -0.66072 5.14624
C 0.06564 0.70066 5.04821
C -0.28006 1.33170 3.83483
C -0.50476 0.56491 2.72501
C -0.37822 -0.84616 2.80586
H -0.78783 -3.55259 0.78592
H -0.22988 -4.67974 2.89155
H 0.25159 -3.42106 4.93782
H 0.44439 -1.11783 6.09362
H 0.23104 1.31556 5.92276
H -0.36603 2.41066 3.80929
C -1.08315 3.91851 -2.51982
Ge -0.32874 3.68976 -0.66541
C 1.65579 3.54486 -0.89083
C -0.61069 5.42524 0.31029
C -1.17709 2.33098 0.37808
H -0.34310 4.31910 -3.20627
H -1.93742 4.58880 -2.51117
H -1.41423 2.95408 -2.89193
H 2.06479 4.52554 -1.12603
H 1.91121 2.87402 -1.70543
H 2.13060 3.18630 0.01950
H -0.31907 6.27707 -0.29517
H -0.01537 5.43457 1.21948
H -1.65153 5.54724 0.59358
H -2.15583 2.67294 0.74223
C 1.05703 0.07735 -3.19466
C 0.67505 -0.58632 -1.85613
C 1.84255 -0.36969 -0.88419
C -0.59302 -0.03690 -1.29530
C 0.35650 -2.06079 -2.07133
C 0.98381 -3.07805 -1.35343
C 0.64086 -4.40422 -1.54996
C -0.33932 -4.75293 -2.46076
C -0.99496 -3.74999 -3.16090
C -0.64948 -2.42956 -2.96942
H 1.17942 1.14835 -3.04768
H 0.29389 -0.07438 -3.95203
H 1.99276 -0.34171 -3.56639
H 2.04732 0.69751 -0.80466
H 2.74515 -0.86130 -1.24073
H 1.59479 -0.74474 0.11410
H -1.39596 0.14020 -2.01744
H 1.74403 -2.84622 -0.62456
H 1.15270 -5.17293 -0.98599
H -0.59333 -5.79153 -2.62336
H -1.78144 -4.00710 -3.85899
H -1.18720 -1.66399 -3.51111
*
```

The relative energy (zero: lowest compared OMol25 entry of this formula, charge and spin) comes out at 4.4 kcal/mol. As for the highest occupied orbital energy (spin up / spin down): -3.8 / -4.7 eV. As for the max |F|: 0.971 eV Å⁻¹. As for the LUMO energy (spin up / spin down): 2.89 / 1.00 eV. As for the expectation value of S²: 6.032. The value obtained for the HOMO-LUMO gap (spin up / spin down) is 6.71 / 5.73 eV.